The following is a DFT calculation (ωB97M-V/def2-TZVPD) of a structure of composition C4H8O2S at a distorted geometry.

The value obtained for the total energy is -705.7129 Eh. The spin multiplicity is 1. The LUMO energy is 0.24 eV. The calculation puts the orbital gap at 9.08 eV. The energy above the lowest of the compared OMol25 structures with the same formula, charge and spin is 479.8 kJ/mol.

Element x y z (Å)
S1 0.604 2.329 -0.829
O1 0.829 0.903 -1.784
O2 -0.265 -0.036 0.078
C1 0.916 -0.759 0.432
C2 -2.070 0.988 -1.676
C3 -0.181 0.774 -0.930
C4 1.280 -0.353 1.834
H1 -2.665 0.127 -1.515
H2 0.999 0.817 1.983
H3 -2.427 1.937 -1.103
H4 0.467 -1.802 0.230
H5 0.645 -0.893 2.625
H6 1.731 -0.701 -0.240
H7 2.338 -0.477 2.021
H8 -1.966 1.204 -2.687

natural (NBO) population analysis, charges in e, atoms 1 to 8:
1 S 0.278
2 O -0.580
3 O -0.515
4 C -0.103
5 C -0.597
6 C 0.495
7 C -0.641
8 H 0.196